# 1
# C2H5N3O2

C2H5N3O2 as an isolated structure in a non-equilibrium geometry (ωB97M-V/def2-TZVPD, OMol25).

## Properties
- largest force on an atom (Eh/bohr) = 0.0906
- orbital gap (eV) = 10.93
- charge = 0

XYZ file:
```
12
Properties=species:S:1:pos:R:3:forces:R:3:nbo_charge:R:1
C -2.1057 -0.1953 0.0131 2.0 0.4 -0.9 0.54
C 0.1519 0.2324 -0.2220 1.1 -0.9 3.6 0.81
N -3.0285 -0.4956 0.5658 -3.8 -1.0 2.5 -0.36
N 1.1651 0.4097 -1.1409 0.7 0.8 1.4 -0.82
N 0.1504 1.2568 0.8536 1.5 -1.3 -3.0 -0.82
O 0.6054 -1.3850 0.5321 -1.2 3.0 -1.0 -0.88
O -1.1210 0.0196 -0.7350 2.4 0.7 -2.2 -0.48
H 1.9515 0.0208 -0.6099 0.2 0.7 0.0 0.40
H 1.1676 -0.2322 -1.8732 -0.9 -1.2 -1.8 0.38
H -0.2803 0.8090 1.6013 -1.0 -0.6 2.0 0.38
H 1.1123 1.5448 1.1401 -1.1 -0.5 -0.6 0.39
H 0.2313 -1.9851 -0.1251 0.0 -0.2 0.1 0.45
```
Forces are in eV/Å.


# 2
# C2H5N3O2

One molecule with the formula C2H5N3O2 in a non-equilibrium geometry (ωB97M-V/def2-TZVPD, OMol25).

## Properties
- largest force on an atom (Eh/bohr) = 0.0653
- SMILES = Nc1c[nH]o[nH]o1
- orbital gap (eV) = 9.29
- charge = 0

XYZ file:
```
12
Properties=species:S:1:pos:R:3:forces:R:3:nbo_charge:R:1
N -2.0357 -0.4687 -0.1961 -0.7 -1.6 1.6 -0.84
C -0.6700 -0.0947 0.0196 0.9 -3.1 0.0 0.39
C -0.0980 1.0835 0.2648 -0.8 -0.7 -0.1 -0.21
N 1.3478 1.3162 0.2059 -2.7 -0.7 1.9 -0.32
O 1.8590 0.1810 -0.5358 0.3 0.9 -1.8 -0.25
N 1.5159 -0.9460 0.1608 -0.2 -0.6 1.6 -0.08
O 0.1408 -1.3402 -0.1293 -0.2 2.9 -0.3 -0.42
H -2.6098 -0.6293 0.6885 1.2 1.2 -0.9 0.37
H -2.0377 -1.4874 -0.4463 0.5 1.3 -0.5 0.38
H -0.8225 1.8940 0.4241 0.9 0.0 -0.1 0.22
H 1.3014 2.2189 -0.2692 1.5 -0.7 -1.2 0.37
H 2.1088 -1.7274 -0.1869 -0.7 1.0 -0.2 0.36
```
Forces are in eV/Å.


# 3
# C2H5N3O2

One molecule with the formula C2H5N3O2 in a non-equilibrium geometry (ωB97M-V/def2-TZVPD, OMol25).

## Properties
- 2S+1 = 3
- largest force on an atom (Eh/bohr) = 0.0677
- orbital gap (alpha / beta) (eV) = 7.10 / 7.53
- charge = 0

XYZ file:
```
12
Properties=species:S:1:pos:R:3:forces:R:3:nbo_charge:R:1
C 0.1100 1.2137 -0.6044 -1.4 -0.5 -0.5 0.00
C -0.5521 0.1460 -0.2434 1.0 1.5 -1.2 0.07
N 0.6912 -0.9045 1.2931 1.8 -0.7 2.9 -0.17
N 2.1790 0.6129 0.3810 -0.1 -1.2 -0.8 -0.09
N -1.7632 -0.4176 -0.3362 -1.0 -0.4 -0.1 -0.79
O 1.3702 1.5950 -0.2642 0.9 0.4 0.8 -0.38
O 1.5534 0.1422 1.5744 -1.1 -0.1 -0.7 -0.25
H -0.3153 1.9638 -1.2732 0.1 0.2 0.1 0.19
H 1.1816 -1.5633 0.6784 0.3 0.5 -0.5 0.29
H 2.9828 1.1529 0.7076 -0.5 0.1 0.1 0.36
H -2.2995 -0.3799 0.5236 0.0 -0.1 -0.2 0.39
H -1.7763 -1.3460 -0.7441 -0.1 0.1 0.1 0.38
```
Forces are in eV/Å.


Ordered electronic energy results: -393.87064 -393.73159 -393.60505; unit a.u..